# 1
Molecular formula: C17H35Br14NO
Method: DFT, ωB97M-V with the def2-TZVPD basis set

XYZ file:
```
68
Properties=species:S:1:pos:R:3:forces:R:3
Br 5.24336 3.95093 0.70436 0.202 -0.266 -0.411
C 5.63642 2.46822 -0.53991 -0.306 0.168 -0.051
C 4.61079 1.38205 -0.28612 0.663 -0.479 -0.117
Br 4.63126 0.16438 -1.85964 -0.128 0.456 0.472
H 6.67503 2.19438 -0.38446 -0.119 -0.250 0.270
H 5.55925 2.80398 -1.57115 -0.180 0.464 0.190
H 3.62018 1.78980 -0.10824 -0.124 -0.123 -0.413
H 4.87077 0.73550 0.54711 0.042 0.096 0.035
Br 3.13302 -0.11542 4.69876 -0.053 0.257 -0.045
C 3.12893 1.45681 3.54509 0.421 0.530 -0.091
C 3.90430 2.62760 4.18571 -0.488 -1.161 -0.538
Br 5.75728 2.02920 4.35773 -0.126 0.482 0.223
H 2.09613 1.68708 3.28770 -0.021 0.096 0.260
H 3.62048 1.14839 2.62709 0.022 -0.039 0.041
H 3.45885 2.88889 5.14090 0.402 0.017 0.173
H 3.91796 3.48672 3.52094 -0.021 -0.038 -0.044
Br -1.26987 -2.19622 6.34970 0.639 0.163 -0.420
C 0.20976 -1.74336 5.06116 -1.376 0.363 0.147
C -0.02262 -2.47615 3.74628 0.464 -0.663 1.003
Br -1.69993 -1.93145 2.92719 0.351 -0.056 -0.188
H 1.10418 -1.95257 5.63568 0.122 -0.348 -0.433
H 0.12062 -0.67052 4.91196 0.073 -0.027 0.138
H -0.09428 -3.54125 3.96079 -0.269 -0.013 -0.153
H 0.80762 -2.36744 3.05022 -0.157 0.471 -0.060
Br 1.39533 -0.36145 -5.23923 -0.380 0.379 0.263
C 0.34820 1.23719 -4.80453 0.854 1.029 0.291
C -1.07165 1.12566 -5.20807 -1.574 -0.245 -0.906
Br -2.01087 2.86891 -5.14416 0.366 -0.302 0.297
H 0.88174 2.07085 -5.25956 -0.222 -0.215 -0.595
H 0.40614 1.51756 -3.75198 0.103 -0.784 0.175
H -1.68832 0.44690 -4.62612 0.348 0.144 0.509
H -1.30172 0.80090 -6.22150 0.720 0.118 -0.168
Br -4.19720 -0.65107 -4.49183 0.088 0.555 0.696
C -4.10202 -0.01098 -2.61055 -0.569 -0.535 0.214
C -4.47191 -1.22736 -1.77218 0.738 0.003 0.116
Br -3.94466 -0.87253 0.09835 -0.439 -0.441 -0.314
H -4.79830 0.81123 -2.46039 -0.212 -0.126 -0.357
H -3.12507 0.37535 -2.32793 0.254 -0.297 -0.537
H -3.88016 -2.09548 -2.04765 0.115 0.092 -0.021
H -5.51196 -1.53232 -1.83173 -0.095 0.338 0.208
Br -0.53317 -0.70318 -2.13375 0.542 0.102 0.599
C 1.19445 -0.63695 -1.16750 1.008 -0.301 -0.689
C 1.02231 -1.34601 0.13517 -0.438 0.135 0.619
Br 2.67514 -1.29074 1.25471 -0.782 -0.177 -0.732
H 1.62317 0.36195 -1.11142 -0.843 0.306 0.271
H 1.92989 -1.14677 -1.79093 -0.397 -0.308 -0.167
H 0.72990 -2.38047 -0.02499 0.423 -0.095 0.092
H 0.23698 -0.88430 0.72898 0.256 0.137 0.161
Br 0.08986 -4.98227 -0.66532 -0.495 0.224 0.357
C -1.73839 -4.64384 0.00792 0.014 0.622 -0.154
C -2.67979 -5.38788 -0.90385 0.444 -1.367 -0.089
Br -4.51993 -4.80067 -0.66130 0.354 -0.261 -0.053
H -1.97502 -3.57895 0.04216 0.491 0.105 -0.475
H -1.76592 -4.93130 1.05598 -0.011 -0.521 -0.160
H -2.56591 -6.46224 -0.72838 -0.654 0.060 0.625
H -2.40736 -5.41330 -1.95815 -0.168 1.143 -0.052
C -0.96201 1.63496 1.03116 -0.409 0.015 0.132
O 0.25488 1.66430 1.01359 0.233 0.010 -0.243
N -1.80254 2.32159 0.24032 -0.365 0.949 -0.479
C -3.23986 2.36112 0.48714 0.366 0.078 -0.188
C -1.37421 3.24713 -0.79668 0.369 -0.058 0.077
H -1.53056 0.99915 1.72704 0.099 -0.070 0.195
H -3.66652 3.35939 0.36429 0.468 0.200 -0.067
H -3.42974 2.10547 1.52838 -0.287 -0.589 -0.232
H -3.69533 1.72834 -0.27367 -0.465 -0.041 0.567
H -1.47534 4.26906 -0.42488 0.213 0.075 -0.066
H -0.34768 3.04141 -1.09358 0.040 0.065 0.194
H -1.99439 3.17209 -1.69225 -0.136 -0.253 0.099
```
Forces are in eV/Å.

As for the LUMO energy: 0.2 eV. The calculation puts the HOMO-LUMO gap at 9.88 eV.


# 2
Molecular formula: C6H10N2O
Method: DFT, ωB97M-V with the def2-TZVPD basis set

XYZ file:
```
19
Properties=species:S:1:pos:R:3:forces:R:3
C 2.26873 0.00178 -0.21755 0.262 -0.100 -0.108
C 1.32689 2.21141 0.36918 0.039 0.289 0.005
C -2.17993 -2.36177 -0.12689 -0.172 -0.045 0.024
N 1.14060 0.91636 -0.26022 -1.539 -0.670 0.717
C -0.09496 0.41874 -0.41146 1.517 0.393 -3.827
C -1.46680 -1.06293 -0.23028 -0.362 1.437 1.697
C -1.71300 0.15606 0.45183 -2.804 -1.464 0.627
O -1.16933 1.22160 -0.42226 1.998 -0.575 1.331
N -0.34047 -0.87420 -0.91747 1.396 0.712 -0.171
H -2.49198 0.49003 1.11026 -0.361 -0.018 -0.215
H 3.13717 0.49263 -0.66126 -0.071 0.019 0.069
H 2.50599 -0.28356 0.81303 -0.048 0.075 -0.090
H 2.02968 -0.88582 -0.79101 -0.082 -0.048 0.008
H 1.47042 2.10482 1.45076 -0.004 -0.031 -0.151
H 2.20718 2.68843 -0.05913 0.032 -0.025 0.003
H 0.46324 2.84159 0.18291 -0.025 -0.058 0.023
H -1.88555 -3.03346 -0.93847 0.084 0.158 0.154
H -1.94579 -2.84011 0.83034 -0.030 0.008 -0.161
H -3.26208 -2.20161 -0.17231 0.169 -0.058 0.067
```
Forces are in eV/Å.

As for the LUMO energy: 0.7 eV. The calculation puts the HOMO-LUMO gap at 7.51 eV.


# 3
Molecular formula: C3H7N5
Method: DFT, ωB97M-V with the def2-TZVPD basis set

XYZ file:
```
15
Properties=species:S:1:pos:R:3:forces:R:3
C -1.34627 0.08200 0.09402 1.246 0.843 2.801
C 1.82407 -0.87523 -0.07809 -2.496 1.859 -1.314
C 1.85596 0.60112 -0.29669 0.077 2.226 -0.028
H -3.17928 1.00877 -0.26588 1.977 -2.389 -0.612
H -2.28959 0.53782 -1.56212 0.110 -0.303 -0.658
H -1.50003 1.48563 1.46407 -0.162 -0.030 -0.271
H -0.99590 -1.74388 -0.81595 0.475 1.184 0.803
H 0.42003 -0.78042 1.27640 -0.567 0.717 1.948
H 2.54427 -1.02071 0.64244 1.736 -1.034 1.445
H 2.01979 -1.31239 -1.03523 0.324 -0.693 -0.291
N -2.51796 0.20199 -0.64166 -2.237 2.776 0.720
N -0.92918 0.70447 1.16576 -0.930 -0.765 -1.375
N -0.53037 -0.94276 -0.33379 -1.903 -0.841 -2.511
N 0.51178 -1.30316 0.45501 2.377 -1.337 -0.581
N 1.89119 1.76486 -0.36233 -0.027 -2.215 -0.076
```
Forces are in eV/Å.

As for the LUMO energy: 0.8 eV. The calculation puts the HOMO-LUMO gap at 9.73 eV.


# 4
Molecular formula: C4H23NO7
Method: DFT, ωB97M-V with the def2-TZVPD basis set

XYZ file:
```
35
Properties=species:S:1:pos:R:3:forces:R:3
C 0.59251 1.85200 -1.53205 -0.288 -4.056 -0.397
C -0.46660 1.25693 -0.60644 0.044 -0.411 0.344
C -1.87670 1.43290 -1.05292 -2.914 0.215 1.135
C -2.50608 0.80329 -2.06257 1.429 0.130 -0.041
N -2.68647 2.15245 -0.16874 1.019 0.995 0.175
H 0.38174 1.46073 -2.53742 -0.171 0.964 -0.065
H 0.61515 2.87761 -1.39276 0.478 1.951 -0.280
H 1.51097 1.28792 -1.31661 0.282 0.942 0.309
H -0.45377 0.16323 -0.53607 0.885 0.131 0.122
H -0.26909 1.66268 0.41140 -0.552 -0.329 -0.525
H -2.02083 0.04962 -2.63813 0.521 -0.184 -0.562
H -3.47418 1.09232 -2.38317 -0.866 0.052 0.094
H -2.29726 2.40065 0.72086 0.129 -0.010 0.105
H -3.68958 2.15196 -0.14942 0.044 -0.422 -0.547
H 0.85724 -2.23233 0.02714 -0.177 -0.122 0.111
H 1.99476 -3.31482 -0.02004 -0.265 0.781 0.171
O 1.67458 -2.51832 0.44862 0.471 -0.710 -0.355
H 2.94971 -1.11829 -2.81300 0.020 0.540 0.285
H 2.52881 -1.14183 -1.24827 0.377 -0.022 -0.896
O 2.68211 -1.65322 -2.06633 -0.387 -0.572 0.573
H 2.47833 -1.24908 1.81378 -0.318 0.269 0.972
H 1.87877 -2.15927 2.79540 -0.140 0.435 0.282
O 2.18822 -1.23996 2.75683 0.511 -0.361 -0.956
H -1.75889 -1.12213 2.19938 0.162 0.294 0.248
H -1.47100 -1.69668 0.84397 0.735 0.446 0.543
O -1.03736 -1.17258 1.56168 -0.888 -0.817 -0.889
H -1.61611 1.91918 3.52903 0.316 0.058 0.123
H -0.90115 1.15390 2.36860 0.248 -0.178 0.172
O -1.75099 1.36765 2.75832 -0.592 0.049 -0.160
H -1.29183 -2.73466 -1.71779 -0.095 0.064 -0.145
H -0.15654 -3.54740 -1.11032 -0.157 -0.136 -0.092
O -1.02591 -3.18250 -0.91033 0.167 0.149 0.132
H 2.15571 1.88350 1.05077 -0.108 0.276 -0.720
H 3.15348 1.38243 1.93900 0.761 -0.185 -0.011
O 3.10826 1.73214 1.03763 -0.680 -0.226 0.745
```
Forces are in eV/Å.

As for the LUMO energy: 0.2 eV. The calculation puts the HOMO-LUMO gap at 7.84 eV.


# 5
Molecular formula: C4H8O2
Method: DFT, ωB97M-V with the def2-TZVPD basis set

XYZ file:
```
14
Properties=species:S:1:pos:R:3:forces:R:3
C -0.83507 1.46869 1.25014 -0.085 0.245 0.048
O -0.11813 0.24184 1.14557 -0.050 -0.152 -0.091
C -0.44023 -0.47642 0.06488 0.165 -0.151 0.040
C 1.08830 0.03426 -1.32702 0.219 -0.051 0.040
C -0.20606 -1.90387 0.11335 0.039 -0.093 -0.219
O 0.19887 -2.63974 -0.77274 -0.168 0.229 0.320
H -0.69291 1.83778 2.26754 -0.027 -0.045 -0.145
H -0.43143 2.19896 0.53716 -0.062 -0.098 0.105
H -1.89406 1.29914 1.03909 0.118 0.047 0.056
H -0.14013 0.05319 -1.05122 -0.099 0.053 -0.096
H 0.98504 0.69716 -2.19169 -0.049 -0.097 0.134
H 1.69667 0.47841 -0.54217 -0.062 -0.053 -0.140
H 1.37909 -0.97569 -1.60459 0.006 0.173 0.012
H -0.58994 -2.31371 1.07169 0.056 -0.008 -0.063
```
Forces are in eV/Å.

As for the LUMO energy: 0.4 eV. The calculation puts the HOMO-LUMO gap at 8.84 eV.


# 6
Molecular formula: C20H15Br2N3O
Method: DFT, ωB97M-V with the def2-TZVPD basis set

XYZ file:
```
41
Properties=species:S:1:pos:R:3:forces:R:3
C -0.70889 -3.34942 -1.96563 -0.152 0.011 -0.052
C -1.68924 -2.22948 -1.78020 0.184 -0.170 -0.057
Br -3.35207 -2.85560 -1.15039 -0.163 0.029 0.067
C -1.46867 -0.93414 -1.98079 -0.009 -0.040 0.018
Br -2.84738 0.33430 -1.82675 -0.192 -0.084 -0.168
C -0.14043 -0.38548 -2.46175 -0.072 0.112 -0.232
C -0.34617 0.26876 -3.77035 -0.011 0.035 -0.025
N -0.51873 0.80083 -4.77302 0.032 -0.097 0.111
C 0.67666 0.59742 -1.54173 0.043 -0.049 0.042
C 1.91324 0.88482 -2.30768 -0.049 -0.046 -0.053
N 2.88574 1.09290 -2.88079 -0.022 0.022 0.035
C 0.01692 1.98863 -1.29295 0.071 -0.131 -0.127
C -1.01973 2.22364 -0.20440 0.021 0.233 0.071
O -1.97508 2.91301 -0.45034 -0.002 0.319 0.016
C -0.81126 1.73929 1.19621 -0.079 -0.211 0.027
C -0.12356 2.51713 2.11810 -0.072 0.099 -0.189
C -0.00938 2.09500 3.43057 0.066 0.044 0.015
C -0.56615 0.88711 3.82151 0.043 0.040 0.053
C -1.25098 0.11052 2.89973 0.020 0.007 0.150
C -1.38593 0.53910 1.58926 0.018 -0.182 0.102
C 1.16040 -0.10889 -0.26690 0.097 -0.069 0.136
C 2.04821 0.53642 0.59089 -0.088 -0.023 -0.058
C 2.46335 -0.12211 1.73095 -0.040 -0.013 -0.006
C 1.99543 -1.40579 1.97103 -0.116 -0.095 -0.122
C 1.14314 -1.97765 1.04127 0.171 0.225 0.089
N 0.73683 -1.34465 -0.06004 0.045 -0.061 0.014
H -1.23663 -4.23466 -2.31295 -0.015 -0.008 -0.039
H 0.05619 -3.11541 -2.70068 0.111 0.031 0.068
H -0.24263 -3.59141 -1.01283 0.097 0.013 0.011
H 0.52043 -1.23404 -2.62971 0.020 0.023 0.021
H -0.42912 2.34321 -2.22183 0.024 -0.007 -0.045
H 0.83149 2.68326 -1.06511 0.000 0.031 0.086
H 0.30077 3.46289 1.80463 0.034 0.040 0.033
H 0.51291 2.71657 4.14441 0.020 -0.004 0.064
H -0.47063 0.56018 4.84763 -0.014 -0.040 0.034
H -1.68968 -0.82641 3.21438 -0.044 -0.048 -0.046
H -1.93543 -0.07078 0.88271 0.015 0.051 -0.034
H 2.40156 1.53370 0.36624 0.011 0.022 0.007
H 3.13962 0.35653 2.42545 0.025 0.026 0.004
H 2.28734 -1.96147 2.85038 0.022 0.015 0.032
H 0.77301 -2.98445 1.19107 -0.048 -0.051 -0.056
```
Forces are in eV/Å.

As for the LUMO energy: 0.3 eV. The calculation puts the HOMO-LUMO gap at 9.60 eV.